Entry 1:
C3H2INS | wB97M-V/def2-TZVPD

```
! wB97M-V def2-TZVPD RIJCOSX def2/J DEFGRID3
* xyz 0 3
C -0.6341 0.8775 0.8596
C 0.0041 -0.3401 0.6023
C -0.7904 1.5947 -0.2830
N 0.3025 -0.5181 -0.6942
S -0.2982 0.6818 -1.6448
I 2.1119 -2.6201 -1.9726
H -0.9534 1.2213 1.7645
H 0.2575 -0.8970 1.3683
*
```

Computed properties:
Maximum force, eV/Å: 6.2
Energy relative to the best compared isomer or geometry (same formula, charge and spin), kJ/mol: 0.0
Lowest unoccupied orbital energy (alpha / beta), eV: 0.38 / -2.73
Expectation value of S²: 2.014

Entry 2:
C3H2InO3 | wB97M-V/def2-TZVPD

```
! wB97M-V def2-TZVPD RIJCOSX def2/J DEFGRID3
* xyz 2 2
C -0.0610 -0.5833 -0.6501
C 0.1690 0.6706 -0.1362
O 1.1227 0.6855 0.9962
C 0.4438 0.8855 1.9790
O 0.0464 0.9412 3.0506
O -0.6906 -0.7642 -1.7374
H 0.2720 -1.4472 -0.0512
H 0.0416 1.6440 -0.6013
In -1.3440 -2.0323 -2.8494
*
```

Computed properties:
Maximum force, eV/Å: 5.2
Energy relative to the best compared isomer or geometry (same formula, charge and spin), kJ/mol: 177.3
Lowest unoccupied orbital energy (alpha / beta), eV: -9.22 / -13.20
Expectation value of S²: 0.753

Entry 3:
C3H2KMgO2 | wB97M-V/def2-TZVPD

```
! wB97M-V def2-TZVPD RIJCOSX def2/J DEFGRID3
* xyz 0 2
C -0.3561 -0.4489 -0.4649
K 0.3281 2.6090 1.6219
O 0.4294 0.0649 1.1213
C 1.0566 -0.5221 -0.0244
H 1.4102 -1.5472 0.1555
H 1.8184 0.0771 -0.5420
Mg -2.5836 -0.9392 -0.4294
O -1.1991 0.0540 -1.6079
C -0.9038 0.6524 0.1700
*
```

Computed properties:
Maximum force, eV/Å: 7.5
Energy relative to the best compared isomer or geometry (same formula, charge and spin), kJ/mol: 545.0
Lowest unoccupied orbital energy (alpha / beta), eV: -0.76 / -0.87
Expectation value of S²: 1.738

Entry 4:
C3H2MgO3 | wB97M-V/def2-TZVPD

```
! wB97M-V def2-TZVPD RIJCOSX def2/J DEFGRID3
* xyz 1 2
H -1.9106 0.1677 1.0747
C -1.1945 0.8584 0.1956
C -1.3897 -0.4436 -0.2434
O -0.1156 -1.0409 -0.3130
C 0.7707 -0.1026 -0.1078
O 0.1488 1.0103 0.3337
O 1.9731 -0.2552 -0.1255
Mg 3.7990 0.5332 0.2220
H -2.0813 -0.7272 -1.0363
*
```

Computed properties:
Maximum force, eV/Å: 2.7
Energy relative to the best compared isomer or geometry (same formula, charge and spin), kJ/mol: 111.2
Lowest unoccupied orbital energy (alpha / beta), eV: -3.83 / -4.97
Expectation value of S²: 0.750

Entry 5:
C3H2N2O | wB97M-V/def2-TZVPD

```
! wB97M-V def2-TZVPD RIJCOSX def2/J DEFGRID3
* xyz 0 1
C 0.1344 -0.5795 0.1961
N -0.0875 1.1445 -0.5599
C 1.0452 0.6214 -0.1135
C -1.2894 0.1006 -0.1026
O 2.2173 0.8597 -0.0313
N -2.4570 0.0807 -0.1515
H 0.2888 -1.4056 -0.4929
H 0.1482 -0.8218 1.2557
*
```

Computed properties:
Maximum force, eV/Å: 0.8
Energy relative to the best compared isomer or geometry (same formula, charge and spin), kJ/mol: 360.7
Lowest unoccupied orbital energy (alpha / beta), eV: -2.52 / -2.52

Entry 6:
C3H2N2O | wB97M-V/def2-TZVPD

```
! wB97M-V def2-TZVPD RIJCOSX def2/J DEFGRID3
* xyz 0 3
C 0.7084 -1.7320 -0.9158
C 1.4504 0.4835 -0.0571
C 0.2766 -0.4089 -0.6129
N 1.1984 -2.6837 -1.3782
N 0.3918 0.2266 0.7429
O 2.4385 1.0970 -0.3686
H -0.4101 -0.0148 -1.3367
H 0.4031 -0.3184 1.5149
*
```

Computed properties:
Maximum force, eV/Å: 5.7
Energy relative to the best compared isomer or geometry (same formula, charge and spin), kJ/mol: 253.8
Lowest unoccupied orbital energy (alpha / beta), eV: 0.35 / -3.41
Expectation value of S²: 2.017